Entry 1:
The following is a quantum chemistry calculation of C5H6O2 in the gas phase, from the Open Molecules 2025 dataset.

Summary:
Max |F| in eV/Å: 0.54
Electronic energy in eV: -9375.24889
Structure (SMILES): C#C[C@@H](C)OC=O
ΔE to the lowest compared entry with this formula, charge and spin in kJ/mol: 178.18

```
13
C5H6O2 | the Open Molecules 2025 dataset | ωB97M-V/def2-TZVPD
C -1.036 -0.934 0.089
C -0.002 0.172 0.273
O 1.035 0.049 -0.730
C 1.947 -0.900 -0.501
O 1.978 -1.636 0.451
C -0.576 1.516 0.147
C -1.080 2.608 0.118
H -1.332 -0.995 -0.962
H -1.922 -0.724 0.692
H -0.610 -1.889 0.403
H 0.472 0.078 1.256
H 2.676 -0.907 -1.325
H -1.522 3.580 0.094
```

Results of the natural (NBO) charge analysis, in e, for atoms 1 through 6: number 1, C, carries -0.62; number 2, C, carries 0.01; number 3, O, carries -0.49; number 4, C, carries 0.65; number 5, O, carries -0.59; number 6, C, carries -0.04

Entry 2:
The following is a quantum chemistry calculation of C4H12N2O3Si in the gas phase at a distorted geometry, from the Open Molecules 2025 dataset.

Summary:
Max |F| in eV/Å: 4.58
Electronic energy in eV: -21347.14757
Structure (SMILES): CCN[Si](O)(O)NC(C)=O
ΔE to the lowest compared entry with this formula, charge and spin in kJ/mol: 0.00

```
22
C4H12N2O3Si | the Open Molecules 2025 dataset | ωB97M-V/def2-TZVPD
C -2.631 0.323 -0.323
C -3.692 1.338 -0.160
C 3.666 -0.230 -0.248
C 2.549 -0.680 0.717
N -1.382 0.784 0.033
N 1.416 0.203 0.788
O -2.848 -0.790 -0.729
O -0.748 -1.604 0.973
O 0.054 -0.903 -1.449
Si -0.144 -0.368 0.101
H -3.778 1.730 0.794
H -3.472 2.063 -0.930
H -4.572 0.949 -0.572
H 3.569 -0.799 -1.173
H 3.664 0.804 -0.338
H 4.720 -0.464 0.133
H 2.169 -1.664 0.359
H 2.823 -0.763 1.757
H -1.424 1.710 0.449
H 1.530 0.951 1.449
H -1.251 -2.222 0.566
H -0.217 -0.368 -2.197
```

Results of the natural (NBO) charge analysis, in e, for atoms 1 through 6: number 1, C, carries 0.70; number 2, C, carries -0.72; number 3, C, carries -0.62; number 4, C, carries -0.21; number 5, N, carries -1.09; number 6, N, carries -1.08

Entry 3:
The following is a quantum chemistry calculation of a gas-phase ion, C6H14N2 (charge +1) at a distorted geometry, from the Open Molecules 2025 dataset.

Summary:
Max |F| in eV/Å: 1.41
Charge: +1
Electronic energy in eV: -9420.15815
Spin multiplicity: 2
ΔE to the lowest compared entry with this formula, charge and spin in kJ/mol: 91.33
Expectation value of S²: 0.76

```
22
C6H14N2 | the Open Molecules 2025 dataset | ωB97M-V/def2-TZVPD
C -1.952 1.201 1.490
C -0.864 1.519 0.494
C 0.303 0.491 0.465
N 2.361 -1.038 -1.020
C 1.020 -1.085 -1.386
C 0.033 -0.462 -0.634
C 0.824 -1.872 -2.628
N -1.418 1.274 2.875
H -2.359 0.192 1.342
H -2.776 1.901 1.376
H -1.233 1.665 -0.522
H -0.434 2.479 0.805
H 0.279 -0.027 1.440
H 1.346 0.809 0.403
H 2.736 -1.753 -0.410
H 2.765 -0.156 -0.704
H -1.019 -0.708 -0.723
H -0.184 -2.152 -2.903
H 1.243 -1.284 -3.451
H 1.405 -2.786 -2.551
H -0.407 1.365 2.866
H -1.670 0.426 3.377
```

Results of the natural (NBO) charge analysis, in e, for atoms 1 through 6: number 1, C, carries -0.23; number 2, C, carries -0.41; number 3, C, carries -0.50; number 4, N, carries -0.72; number 5, C, carries 0.33; number 6, C, carries 0.06

Entry 4:
The following is a quantum chemistry calculation of a molecular structure, C56H59BrCsN4OP2S2Sb at a distorted geometry, from the Open Molecules 2025 dataset.

Summary:
Max |F| in eV/Å: 2.30
Charge: -2
Electronic energy in eV: -184415.60684
ΔE to the lowest compared entry with this formula, charge and spin in kJ/mol: 45.34

```
127
C56H59BrCsN4OP2S2Sb | the Open Molecules 2025 dataset | ωB97M-V/def2-TZVPD
Cs 0.103 -0.163 -0.246
Br -1.212 -7.258 3.807
C -0.776 -5.694 2.784
C 0.323 -4.909 3.154
C 0.624 -3.807 2.404
C -0.106 -3.418 1.226
O 0.271 -2.424 0.547
C -1.256 -4.235 0.911
C -2.189 -3.957 -0.149
N -2.116 -3.038 -1.033
C -3.084 -2.916 -2.006
C -3.733 -3.995 -2.584
C -4.691 -3.831 -3.595
C -5.013 -2.587 -4.065
C -4.359 -1.453 -3.535
C -4.612 -0.144 -3.999
C -3.910 0.906 -3.479
C -2.974 0.648 -2.461
N -2.743 -0.543 -1.975
C -3.392 -1.604 -2.504
C -1.548 -5.357 1.708
H 0.918 -5.175 4.018
H 1.468 -3.181 2.673
H -3.083 -4.604 -0.119
H -3.474 -4.997 -2.265
H -5.175 -4.707 -4.010
H -5.751 -2.464 -4.849
H -5.359 0.009 -4.770
H -4.060 1.916 -3.837
H -2.402 1.462 -2.022
H -2.401 -5.975 1.450
C -1.865 -0.833 3.561
P -2.308 0.331 2.196
C -2.437 1.881 3.177
N -3.150 1.896 4.318
C -3.187 3.070 5.010
C -3.957 3.173 6.181
C -3.998 4.356 6.903
C -3.270 5.463 6.475
C -2.502 5.391 5.323
C -2.446 4.206 4.569
N -1.681 4.149 3.442
C -1.707 2.999 2.743
P -0.657 2.826 1.243
C 0.931 3.427 1.958
C -1.150 4.313 0.167
C -0.420 4.109 -1.164
C -0.815 5.700 0.721
C -2.661 4.198 -0.056
C -4.119 -0.163 1.888
C -4.048 -1.454 1.072
C -5.011 -0.390 3.108
C -4.703 0.948 1.010
H -2.501 -0.677 4.432
H -0.824 -0.650 3.833
H -1.940 -1.862 3.203
H -4.518 2.302 6.500
H -4.596 4.419 7.806
H -3.303 6.384 7.049
H -1.932 6.245 4.976
H 0.780 4.343 2.528
H 1.653 3.573 1.153
H 1.316 2.647 2.618
H 0.662 4.164 -1.029
H -0.716 4.876 -1.890
H -0.640 3.124 -1.589
H 0.258 5.896 0.658
H -1.133 5.784 1.757
H -1.333 6.464 0.127
H -2.916 3.230 -0.498
H -3.010 4.992 -0.724
H -3.196 4.288 0.892
H -3.657 -2.282 1.670
H -3.389 -1.318 0.216
H -5.043 -1.739 0.709
H -4.703 -1.286 3.652
H -6.045 -0.545 2.772
H -4.976 0.456 3.787
H -4.146 1.012 0.072
H -4.640 1.915 1.514
H -5.753 0.742 0.779
C 3.193 4.167 -2.713
C 2.656 2.795 -2.361
S 3.004 2.229 -0.795
C 1.922 2.096 -3.316
C 1.689 2.714 -4.680
S 1.212 0.579 -3.057
H 3.641 4.617 -1.831
H 2.397 4.823 -3.080
H 3.960 4.097 -3.493
H 2.546 3.296 -5.028
H 0.821 3.382 -4.654
H 1.482 1.923 -5.397
C 7.978 -1.390 1.397
C 7.894 -0.972 0.077
C 6.657 -0.871 -0.548
C 5.481 -1.178 0.131
C 5.583 -1.581 1.461
C 6.815 -1.695 2.090
Sb 3.476 -1.210 -0.760
C 4.186 -0.797 -2.756
C 3.876 -1.687 -3.782
C 4.197 -1.395 -5.099
C 4.849 -0.211 -5.410
C 5.176 0.677 -4.395
C 4.839 0.389 -3.080
C 3.724 -3.364 -1.042
C 2.632 -4.200 -0.824
C 2.752 -5.581 -0.943
C 3.971 -6.144 -1.286
C 5.067 -5.321 -1.518
C 4.940 -3.944 -1.399
H 8.943 -1.474 1.884
H 8.797 -0.728 -0.471
H 6.618 -0.565 -1.584
H 4.681 -1.821 2.016
H 6.872 -2.024 3.121
H 3.369 -2.616 -3.545
H 3.920 -2.085 -5.888
H 5.091 0.025 -6.440
H 5.686 1.605 -4.630
H 5.055 1.114 -2.305
H 1.674 -3.773 -0.552
H 1.892 -6.215 -0.762
H 4.074 -7.220 -1.374
H 6.025 -5.752 -1.787
H 5.803 -3.315 -1.588
```

Results of the Löwdin charge analysis, in e, for atoms 1 through 6: number 1, Cs, carries 0.78; number 2, Br, carries 0.63; number 3, C, carries -0.70; number 4, C, carries -0.14; number 5, C, carries -0.02; number 6, C, carries -0.42

Entry 5:
The following is a quantum chemistry calculation of a gas-phase ion, CH2NO2 (charge -1), from the Open Molecules 2025 dataset.

Summary:
Max |F| in eV/Å: 0.61
Charge: -1
Electronic energy in eV: -6655.77353
Structure (SMILES): [H]/N=C(/[O-])O
ΔE to the lowest compared entry with this formula, charge and spin in kJ/mol: 58.23

```
6
CH2NO2 | the Open Molecules 2025 dataset | ωB97M-V/def2-TZVPD
N -0.148 -1.007 -0.933
C -0.105 -0.137 0.033
O -0.776 -0.003 1.068
O 0.882 0.907 -0.130
H 0.736 1.412 0.678
H 0.572 -0.750 -1.594
```

The molecule's natural (NBO) atomic charges, reported in e, are given here: number 1, N, carries -0.95; number 2, C, carries 0.80; number 3, O, carries -0.81; number 4, O, carries -0.81; number 5, H, carries 0.46; number 6, H, carries 0.31

Entry 6:
The following is a quantum chemistry calculation of a molecular structure, C6H10O at a distorted geometry, from the Open Molecules 2025 dataset.

Summary:
Max |F| in eV/Å: 1.07
Electronic energy in eV: -8426.73120
ΔE to the lowest compared entry with this formula, charge and spin in kJ/mol: 435.07

```
17
C6H10O | the Open Molecules 2025 dataset | ωB97M-V/def2-TZVPD
O -2.520 -0.132 -1.685
C -1.901 -1.005 -2.172
C -0.016 -0.964 -1.389
C -0.254 -0.616 0.062
C 0.942 0.011 0.754
C 1.202 1.482 0.601
C 0.729 0.934 1.920
H -1.086 -1.717 -2.380
H 0.620 -1.852 -1.525
H 0.409 -0.130 -1.962
H -0.565 -1.510 0.619
H -1.095 0.094 0.114
H 1.825 -0.625 0.803
H 2.229 1.828 0.527
H 0.494 2.058 0.009
H 1.433 0.903 2.747
H -0.297 1.141 2.216
```

Results of the natural (NBO) charge analysis, in e, for atoms 1 through 6: number 1, O, carries -0.47; number 2, C, carries 0.35; number 3, C, carries -0.60; number 4, C, carries -0.43; number 5, C, carries -0.22; number 6, C, carries -0.43